Here is C42H55AsFeN5O2PSSi2 as an isolated structure in a non-equilibrium geometry from the Open Molecules 2025 dataset. Energies are from wB97M-V/def2-TZVPD.

Values from the calculation:
Frontier orbital gap (spin up / spin down) (eV): 2.39 / 2.71
Calculated total energy (eV): -187092.6738
2S+1: 1

Last column: Löwdin charge in e.
Geometry (Å):
1 Fe -0.05 0.57 0.54  0.25
2 N 3.06 -2.07 1.69  0.10
3 C 2.07 -1.15 1.72  -0.84
4 S 2.41 0.43 1.07  0.67
5 N 0.93 -1.48 2.24  -0.01
6 N 0.00 -0.47 2.15  -0.08
7 C -0.70 -0.14 3.20  -0.12
8 C -0.79 -0.97 4.40  -0.15
9 C -0.84 -2.37 4.30  -0.03
10 C -0.99 -3.16 5.42  -0.07
11 C -1.07 -2.57 6.68  -0.08
12 C -0.96 -1.20 6.80  -0.08
13 C -0.82 -0.40 5.68  -0.04
14 C -1.45 1.15 2.90  -0.30
15 C -3.28 2.30 2.65  -0.16
16 C -3.04 3.48 1.79  0.00
17 C -1.80 3.91 1.44  -0.06
18 C -0.63 3.15 1.65  -0.08
19 N -0.50 1.89 2.09  0.03
20 H 3.98 -1.74 1.44  0.08
21 H 2.99 -2.85 2.31  0.10
22 H -0.77 -2.83 3.33  0.10
23 H -1.05 -4.23 5.32  0.10
24 H -1.18 -3.19 7.56  0.10
25 H -0.99 -0.74 7.78  0.11
26 H -0.70 0.66 5.78  0.11
27 H -4.31 2.29 3.00  0.15
28 H -3.91 4.07 1.51  0.12
29 H -1.68 4.84 0.91  0.12
30 H 0.31 3.58 1.31  0.13
31 O 1.19 2.03 -1.45  -0.09
32 N -0.06 1.81 -0.91  -0.11
33 C -0.92 2.53 -1.56  -0.09
34 C -2.35 2.52 -1.47  -0.19
35 C -3.05 3.41 -2.30  -0.02
36 C -4.43 3.48 -2.29  -0.06
37 C -5.17 2.67 -1.43  -0.06
38 C -4.50 1.78 -0.61  -0.10
39 C -3.11 1.69 -0.62  -0.29
40 P -2.28 0.47 0.41  1.18
41 C -3.11 -1.11 0.01  -0.33
42 C -3.93 -1.32 -1.09  -0.09
43 C -4.44 -2.58 -1.35  -0.06
44 C -4.14 -3.65 -0.53  -0.07
45 C -3.28 -3.47 0.55  -0.07
46 C -2.75 -2.21 0.80  -0.13
47 C -2.83 0.86 2.16  -0.31
48 C -3.73 -0.14 2.81  -0.05
49 C -4.14 -0.18 4.09  -0.06
50 C -3.75 0.70 5.18  -0.09
51 C -2.88 1.70 5.08  -0.06
52 C -2.23 2.15 3.81  -0.13
53 H 1.81 1.81 -0.73  -0.04
54 H -0.49 3.18 -2.31  0.15
55 H -2.49 4.06 -2.96  0.12
56 H -4.94 4.17 -2.95  0.11
57 H -6.24 2.74 -1.40  0.11
58 H -5.06 1.16 0.08  0.12
59 H -4.19 -0.49 -1.74  0.10
60 H -5.09 -2.73 -2.20  0.11
61 H -4.57 -4.63 -0.72  0.11
62 H -3.02 -4.30 1.19  0.11
63 H -2.06 -2.07 1.62  0.09
64 H -4.15 -0.89 2.16  0.09
65 H -4.85 -0.96 4.35  0.11
66 H -4.20 0.48 6.14  0.11
67 H -2.66 2.28 5.97  0.12
68 H -1.65 3.06 3.99  0.15
69 C -0.11 -0.24 -3.55  -0.06
70 C -0.61 -1.26 -2.55  -0.24
71 O 0.14 -1.26 -1.33  -0.23
72 C 0.17 -2.58 -0.76  -0.26
73 C 1.08 -3.54 -1.51  -0.06
74 H -0.74 -0.28 -4.44  0.08
75 H 0.93 -0.45 -3.82  0.03
76 H -0.15 0.76 -3.13  0.04
77 H -0.54 -2.25 -3.01  0.11
78 H -1.67 -1.07 -2.31  0.09
79 H -0.85 -2.98 -0.70  0.10
80 H 0.54 -2.45 0.26  0.08
81 H 0.63 -3.91 -2.43  0.07
82 H 1.30 -4.40 -0.87  0.08
83 H 2.01 -3.03 -1.76  0.04
84 C 6.13 -1.52 -4.07  -0.25
85 Si 4.28 -1.09 -4.14  0.13
86 C 4.02 0.01 -5.66  -0.24
87 C 3.42 -2.74 -4.57  -0.26
88 As 3.43 -0.29 -2.10  0.62
89 Si 4.92 1.52 -1.83  0.14
90 C 6.47 0.81 -0.97  -0.26
91 C 5.48 2.41 -3.41  -0.25
92 C 4.31 2.93 -0.71  -0.26
93 H 6.44 -2.10 -4.94  0.01
94 H 6.35 -2.13 -3.18  0.01
95 H 6.75 -0.63 -4.02  0.00
96 H 4.29 -0.51 -6.58  0.01
97 H 4.63 0.91 -5.60  -0.01
98 H 2.98 0.33 -5.75  0.01
99 H 3.64 -3.04 -5.59  0.02
100 H 2.34 -2.67 -4.46  0.00
101 H 3.77 -3.54 -3.91  0.02
102 H 6.85 -0.06 -1.50  0.00
103 H 6.22 0.52 0.05  0.01
104 H 7.27 1.55 -0.92  0.01
105 H 6.15 1.80 -4.01  0.01
106 H 6.00 3.33 -3.16  0.02
107 H 4.62 2.67 -4.03  0.01
108 H 3.92 2.56 0.24  -0.04
109 H 3.53 3.51 -1.20  0.01
110 H 5.14 3.60 -0.49  0.02